# 1
C7H18N3 | ωB97M-V/def2-TZVPD

The geometry in XYZ format:
```
28
Properties=species:S:1:pos:R:3:forces:R:3
C 0.5884 -1.9291 -0.0845 1.76 0.97 1.66
C 1.7452 -1.1428 0.5857 -1.74 0.83 -0.45
C -1.0310 -0.0518 -0.1140 -1.51 1.66 0.20
C -3.5957 -0.4337 0.0389 4.14 -1.79 1.99
C -2.5841 1.8126 -0.1095 -1.75 -2.57 0.98
C 2.3248 1.3141 0.9639 -0.47 1.20 -1.18
C 2.5276 0.3126 -1.2317 1.09 -2.07 -2.09
N -0.7158 -1.3285 0.1225 -1.74 -1.81 -1.18
N -2.3519 0.3563 -0.0960 2.41 -0.18 0.09
N 1.7650 0.2285 0.0710 0.33 3.38 -2.79
H 0.9183 -2.0899 -1.1001 -0.54 -0.20 -0.55
H 0.6654 -2.8479 0.4793 -0.54 -0.61 -0.28
H 1.6736 -1.0123 1.6311 -0.61 -0.35 1.31
H 2.6685 -1.6065 0.4028 1.32 -0.69 -0.45
H 0.7319 0.4633 -0.2930 0.33 -0.12 1.55
H -4.1470 -0.0175 0.8384 -1.11 0.45 0.38
H -4.0223 -0.6015 -0.8810 -1.53 0.08 -1.93
H -3.2210 -1.4308 0.3980 -0.83 0.62 -0.16
H -3.1188 2.0182 -0.9799 -0.79 0.89 -1.50
H -3.1770 2.0970 0.7545 -0.21 -0.05 0.15
H -1.6880 2.2722 -0.0284 2.76 1.61 -0.16
H 1.6174 1.7581 1.6336 -0.92 -0.49 0.51
H 3.0972 0.8645 1.5249 1.14 -0.18 0.54
H 2.6569 2.2484 0.3926 -0.10 -1.83 0.33
H 2.5870 1.3275 -1.8031 -0.21 -1.62 1.81
H 3.6181 -0.1781 -1.0557 -2.56 1.40 -0.59
H 1.9140 -0.3754 -1.9564 1.49 1.12 1.17
H -1.4466 -2.0277 -0.1041 0.39 0.37 0.64
```
Positions in Å, forces in eV/Å.

Calculated values
- HOMO energy (eV) = -12.433
- E_LUMO (eV) = -2.3
- M (g/mol) = 144.2
- total charge = +1
- HOMO-LUMO gap (eV) = 10.09
- E_tot (eV) = -12012.2662
- multiplicity = 1

Per-atom Mulliken charges, elementary charge units: -0.78, -0.83, -0.15, -0.90, -1.09, -0.90, -0.83, -0.04, 0.04, 0.22, 0.40, 0.36, 0.51, 0.44, 0.26, 0.38, 0.36, 0.25, 0.37, 0.36, 0.32, 0.33, 0.39, 0.34, 0.36, 0.32, 0.28, 0.23

***

# 2
C48H58BN12O3PSTc | ωB97M-V/def2-TZVPD

The geometry in XYZ format:
```
125
Properties=species:S:1:pos:R:3:forces:R:3
Tc 0.0734 -0.3303 -0.4251 0.61 0.25 0.89
C 0.1175 3.3242 3.6724 0.02 0.12 -0.15
C 0.3699 1.9777 3.1081 0.18 -0.52 0.07
C 0.7959 0.8474 3.7719 -0.17 -0.05 -0.65
C 0.7977 -0.1844 2.8221 0.09 0.55 0.88
N 0.4107 0.3155 1.6365 0.20 -0.69 -0.80
N 0.1720 1.6298 1.8246 -0.37 0.91 0.38
B -0.0405 2.5901 0.6514 0.20 -0.65 0.04
N -1.3549 2.2167 -0.0310 -0.07 0.91 -0.15
N -1.6403 0.9542 -0.4290 -0.16 -0.81 -0.16
C -2.9785 0.9141 -0.6939 -0.23 0.85 0.18
C -3.4966 2.2008 -0.5018 0.55 -0.30 0.02
C -2.4509 2.9935 -0.0768 -0.06 -0.55 -0.20
C -2.5152 4.4256 0.2945 0.15 0.10 0.07
C -3.8452 -0.2015 -1.0759 -0.14 -0.73 -0.14
C -5.2351 -0.0087 -1.1223 0.20 0.01 0.01
C -6.0920 -1.0366 -1.4638 -0.04 -0.02 -0.02
C -5.5989 -2.3009 -1.7511 0.14 0.03 0.05
C -4.2316 -2.5125 -1.7080 0.03 -0.07 -0.04
C -3.3732 -1.4730 -1.3894 -0.12 0.41 0.15
N 1.1715 2.4034 -0.2641 -0.09 1.06 0.16
N 1.4333 1.2439 -0.9064 -0.06 -0.96 -0.34
C 2.6731 1.3741 -1.4669 0.40 0.80 0.13
C 3.1710 2.6371 -1.1383 -0.50 -0.42 0.19
C 2.1978 3.2636 -0.3871 0.01 -0.49 -0.32
C 2.2462 4.6405 0.1542 -0.12 0.09 0.16
C 3.3721 0.5043 -2.4062 0.28 -0.63 -0.46
C 4.4478 1.0223 -3.1406 -0.30 0.00 0.15
C 5.0825 0.2662 -4.1070 0.06 -0.12 -0.09
C 4.6494 -1.0188 -4.3895 -0.05 0.02 0.07
C 3.5879 -1.5461 -3.6692 -0.14 0.01 -0.17
C 2.9750 -0.8030 -2.6776 0.16 0.36 -0.07
C 1.1238 -1.5267 3.2944 0.04 -0.70 0.42
C 2.3000 -1.6915 4.0453 -0.64 0.16 0.01
C 2.5552 -2.8824 4.6900 -0.03 0.15 0.04
C 1.6535 -3.9304 4.5972 -0.22 -0.06 -0.15
C 0.4844 -3.7760 3.8615 0.27 -0.20 0.17
C 0.2193 -2.5799 3.2213 0.15 0.47 -0.05
H 0.1378 3.2647 4.7565 0.01 0.03 0.04
H -0.8567 3.6875 3.3586 -0.11 0.14 0.02
H 0.8701 4.0423 3.3522 0.03 0.08 0.00
H 1.0418 0.7454 4.8087 -0.01 -0.03 0.21
H -0.0824 3.7000 1.0219 -0.05 0.34 0.13
H -4.5000 2.5429 -0.6365 -0.20 0.00 -0.06
H -3.5192 4.7953 0.1108 -0.05 0.03 -0.03
H -1.8139 5.0217 -0.2835 0.06 0.07 -0.02
H -2.2891 4.5657 1.3492 0.04 0.06 0.09
H -5.6654 0.9507 -0.8911 -0.03 0.08 0.05
H -7.1555 -0.8525 -1.5031 -0.06 0.03 0.03
H -6.2695 -3.1088 -1.9993 -0.06 -0.06 -0.04
H -3.8277 -3.4917 -1.9270 0.02 -0.07 -0.04
H -2.3081 -1.6309 -1.3887 -0.05 -0.12 -0.01
H 4.1245 3.0522 -1.3845 0.15 0.07 -0.10
H 3.1409 5.1323 -0.2180 0.02 0.02 0.04
H 2.2818 4.6311 1.2422 0.00 0.06 0.06
H 1.3807 5.2217 -0.1569 -0.05 0.03 0.02
H 4.7840 2.0332 -2.9873 0.03 0.10 0.03
H 5.9107 0.6876 -4.6560 0.06 0.06 -0.03
H 5.1406 -1.6036 -5.1528 0.01 -0.04 -0.07
H 3.2503 -2.5530 -3.8725 0.00 -0.09 0.02
H 2.1984 -1.2327 -2.0703 0.00 -0.09 -0.17
H 3.0174 -0.8883 4.0901 0.08 0.14 0.03
H 3.4572 -2.9841 5.2728 0.10 -0.08 0.02
H 1.8616 -4.8606 5.1019 -0.03 -0.12 0.06
H -0.2272 -4.5877 3.8054 -0.07 -0.10 0.02
H -0.7075 -2.4133 2.6935 -0.01 -0.04 0.00
N 5.2112 -6.9432 -2.4015 0.12 -0.38 -0.26
C 4.7506 -5.8561 -1.7524 -0.21 0.48 0.20
C 5.0887 -4.5594 -2.1870 -0.05 -0.12 0.15
C 4.5935 -3.4522 -1.5351 -0.12 -0.01 -0.04
C 3.7141 -3.6200 -0.4772 -0.38 0.95 0.43
C 3.4345 -4.8847 0.0248 0.02 -0.25 -0.05
C 3.9246 -5.9961 -0.6189 0.12 0.21 -0.03
S 3.0491 -2.2142 0.3928 1.73 -0.64 0.49
O 2.9462 -2.6043 1.7668 -0.02 -0.25 -0.80
O 3.7665 -1.0152 0.0807 -0.23 -0.01 -0.32
N 1.4796 -1.9321 -0.1602 -0.18 1.42 -0.42
C 0.5371 -2.8115 0.1715 -1.07 -1.29 0.23
N -0.6910 -2.2197 0.1665 0.82 0.18 -0.28
C -1.7287 -2.9504 0.5528 -0.77 -0.58 0.30
C -1.5822 -4.2983 0.8461 -0.05 0.50 -0.12
C -0.3020 -4.8301 0.7316 -0.04 0.20 -0.03
N 0.7482 -4.0942 0.4207 -0.08 0.26 -0.13
H 5.8752 -6.8511 -3.1505 -0.04 -0.07 0.08
H 5.0173 -7.8649 -2.0508 0.10 0.06 -0.06
H 5.7461 -4.4374 -3.0324 0.19 0.01 -0.10
H 4.8795 -2.4548 -1.8242 0.11 -0.01 -0.06
H 2.8311 -4.9618 0.9142 0.09 -0.18 -0.02
H 3.6918 -6.9818 -0.2483 0.02 -0.15 0.08
H -2.6804 -2.4445 0.6296 0.08 -0.06 0.08
H -2.4280 -4.8995 1.1345 -0.08 -0.01 0.03
H -0.0995 -5.8788 0.8942 -0.08 -0.17 0.08
C -3.5446 1.8321 3.0773 0.01 -0.08 -0.15
N -3.2818 0.6542 3.8700 -0.12 0.16 0.22
C -2.7782 -0.4795 3.3119 -0.24 -0.14 0.66
N -2.8792 -1.5783 4.1130 -0.11 -0.21 0.07
O -2.2794 -0.5204 2.1961 0.04 0.01 -0.52
H -3.6895 2.6817 3.7423 0.04 0.01 -0.05
H -4.4377 1.7063 2.4562 0.07 0.10 -0.03
H -2.6860 2.0057 2.4294 -0.05 0.08 0.00
H -3.7976 0.5696 4.7319 0.07 -0.05 -0.09
H -3.1844 -1.5025 5.0660 0.02 -0.01 0.05
H -2.3848 -2.4153 3.8647 0.05 0.09 -0.02
C -2.6505 0.6261 -3.9955 0.01 0.02 0.01
C -1.9449 -0.7294 -3.9311 -0.20 0.09 0.51
P -0.3584 -0.7688 -2.9610 0.25 -0.49 -1.48
C 0.5263 0.4852 -4.0166 0.08 0.05 0.47
C 0.9219 0.0884 -5.4319 -0.06 -0.11 0.09
C 0.1041 -2.5598 -3.2674 0.14 0.28 0.34
C 0.0799 -3.1328 -4.6814 -0.06 0.19 0.01
H -3.7275 0.4821 -4.0433 -0.06 0.01 0.02
H -2.3588 1.1740 -4.8874 0.06 0.10 -0.03
H -2.4356 1.2468 -3.1278 -0.05 0.10 -0.02
H -1.6821 -1.0355 -4.9450 0.25 -0.08 0.15
H -2.6161 -1.4875 -3.5365 0.12 -0.04 -0.13
H 1.4042 0.8530 -3.4958 -0.25 0.00 -0.06
H -0.1936 1.3088 -4.0497 0.02 -0.01 0.09
H 1.7182 -0.6491 -5.4205 0.05 -0.09 -0.02
H 1.3059 0.9671 -5.9441 -0.01 0.10 -0.05
H 0.0859 -0.2947 -6.0092 -0.06 -0.06 -0.12
H -0.6285 -3.1072 -2.6583 0.07 0.08 0.08
H 1.0845 -2.7507 -2.8277 -0.08 0.02 0.14
H -0.8905 -3.0154 -5.1531 -0.08 -0.03 -0.09
H 0.2926 -4.2006 -4.6278 0.01 0.02 0.01
H 0.8298 -2.6698 -5.3140 0.05 -0.01 -0.08
```
Positions in Å, forces in eV/Å.

Calculated values
- HOMO energy (alpha / beta) (eV) = -11.990 / -11.986
- E_LUMO (alpha / beta) (eV) = -5.6 / -7.3
- M (g/mol) = 1022.9
- total charge = +2
- HOMO-LUMO gap (alpha / beta) (eV) = 6.36 / 4.68
- E_tot (eV) = -97731.6517
- multiplicity = 4

These are the Mulliken partial charges, in e, on atoms 1 to 99: -0.81, -1.54, 0.56, -1.19, -0.52, 1.88, 0.16, -1.53, 0.20, 1.89, -0.76, -1.19, 0.07, -1.72, 1.73, -0.56, -1.07, -0.91, -0.38, -0.26, 0.09, 1.65, 0.16, -1.49, 0.23, -1.61, 1.27, -0.86, -1.24, -1.23, -1.08, 1.28, -0.46, -0.52, -1.07, -0.92, -0.51, 1.76, 0.46, 0.23, 0.23, 0.73, -0.08, 0.72, 0.50, 0.30, 0.24, 0.39, 0.46, 0.46, 0.53, 0.10, 0.75, 0.47, 0.24, 0.26, 0.37, 0.42, 0.53, 0.77, -0.30, 0.55, 0.49, 0.44, 0.56, -0.69, -0.47, 1.10, -0.88, -0.44, -0.62, -0.57, -0.92, 1.04, -0.39, -0.78, 0.07, -0.38, 1.66, -0.43, -1.40, -1.02, -0.19, 0.20, 0.19, 0.39, 1.01, 0.47, 0.35, 0.84, 0.56, 0.55, -0.65, -0.29, 0.28, -0.45, 0.10, 0.40, 0.33

***

> The lowest M belongs to which entry?

C7H18N3